95
Properties=species:S:1:pos:R:3:forces:R:3 method="wB97M-V/def2-TZVPD" spin_multiplicity=5 total_charge=0 homo_energy_ev="-3.13 / -6.19" gap_ha="0.0901 / 0.0663" fmax_ev_per_a=5.64
Os -0.5534 -0.7208 -1.5191 -3.1 -0.6 4.7
C 1.4316 -0.3183 -1.8223 1.6 0.1 -0.8
C 1.0229 -1.4793 -2.5793 0.8 -0.6 -1.2
C -0.0097 -1.0227 -3.5033 0.6 -0.9 -1.6
Si 1.4448 -3.2001 -2.0425 -0.3 0.6 0.5
C -0.2288 0.3670 -3.2781 0.3 0.6 -1.1
C 0.6937 0.8313 -2.2587 1.5 1.4 -1.0
Si 1.3208 2.5554 -1.9625 -0.2 -1.2 0.1
H 2.2593 -0.2954 -1.1126 -0.5 -0.1 0.0
H -0.5722 -1.6795 -4.1616 0.3 0.3 0.0
H -0.9481 1.0117 -3.7681 0.1 -0.2 -0.1
Cl -1.7530 0.5908 -0.1171 -2.4 -0.3 1.9
C 3.1679 2.5091 -1.6583 -0.1 0.0 0.0
C 0.9749 3.6569 -3.4252 0.0 0.2 -0.1
C 3.3019 -3.3390 -1.8866 0.0 -0.3 -0.2
C 0.6970 -4.4338 -3.2222 0.2 -0.3 -0.2
H 1.5684 3.2984 -4.2772 -0.2 0.1 0.1
H 1.3057 4.6742 -3.1767 -0.1 -0.1 -0.2
H -0.0806 3.6827 -3.7214 0.2 0.0 0.0
H 3.3984 1.8223 -0.8313 0.0 0.3 -0.3
H 3.4885 3.5236 -1.3914 0.2 -0.1 0.0
H 3.6924 2.1821 -2.5673 -0.1 0.1 0.3
H 1.2321 -4.3459 -4.1780 -0.2 -0.1 0.1
H -0.3712 -4.2639 -3.4089 0.2 0.0 0.1
H 0.8357 -5.4590 -2.8503 -0.1 0.2 -0.1
H 3.7584 -2.9807 -2.8197 0.0 -0.1 0.2
H 3.5812 -4.3883 -1.7224 0.2 0.2 0.0
H 3.6570 -2.7200 -1.0493 -0.1 -0.2 -0.2
C 0.5681 3.2900 -0.3848 0.3 1.2 -0.1
C 0.7352 -3.4136 -0.2756 0.2 -0.9 -0.1
P -1.1451 2.8725 -0.0540 1.0 0.1 0.1
H 0.6888 4.3907 -0.5062 0.0 -0.3 0.3
H 1.2215 2.9604 0.4450 -0.5 0.1 -0.3
P -0.8546 -2.5620 -0.1018 0.0 0.5 -1.4
H 1.4553 -2.9351 0.4055 -0.2 -0.1 -0.1
H 0.6757 -4.4849 -0.0367 0.1 0.1 0.2
C -1.1564 -2.4591 1.7297 -0.2 -0.1 0.2
C -2.2097 -3.5984 -0.8692 0.1 -0.5 0.6
C -2.1972 3.4693 -1.4021 0.1 0.5 -0.1
C -1.6404 3.5334 1.5701 -0.2 0.4 -0.1
C -1.3045 2.5762 2.7219 -0.1 -0.1 0.1
H -2.7365 3.6298 1.4943 0.2 0.1 0.1
C -1.0052 4.9048 1.8309 -0.2 0.2 0.4
H 0.0827 4.8110 1.9748 -0.3 0.0 -0.1
H -1.4327 5.3072 2.7604 0.2 0.0 -0.1
H -1.1975 5.6327 1.0341 0.1 -0.2 0.2
H -1.7442 1.5836 2.5833 0.1 0.1 -0.1
H -1.7147 2.9941 3.6521 0.1 -0.1 -0.1
H -0.2176 2.4729 2.8596 -0.3 0.0 -0.1
H -1.8210 2.9261 -2.2876 0.0 0.1 0.3
C -2.0173 4.9765 -1.6441 -0.2 0.1 -0.3
C -3.6813 3.0828 -1.2039 -0.1 0.0 -0.2
H -0.9832 5.2587 -1.8903 -0.3 -0.2 0.2
H -2.3536 5.5654 -0.7774 0.1 -0.2 -0.3
H -2.6437 5.2578 -2.5035 0.2 0.1 0.2
H -3.9849 2.4003 -2.0075 0.0 0.1 0.3
H -4.3192 3.9725 -1.2715 0.1 -0.1 0.1
H -3.8894 2.5883 -0.2468 0.1 0.1 -0.3
H -2.1677 -3.3348 -1.9377 0.2 0.0 0.4
C -3.5739 -3.1425 -0.3242 -0.1 0.0 -0.1
C -2.0323 -5.1156 -0.7079 -0.4 -0.1 -0.2
H -1.0200 -5.4575 -0.9657 -0.3 0.1 0.1
H -2.7356 -5.6242 -1.3899 0.2 0.1 0.3
H -2.2788 -5.4325 0.3174 0.2 0.0 -0.4
H -3.7707 -2.0855 -0.5859 0.1 -0.5 0.3
H -3.6172 -3.2617 0.7753 -0.1 0.0 -0.5
H -4.3677 -3.7723 -0.7764 0.3 0.4 0.3
C -0.1735 -1.4780 2.4019 -0.1 0.1 -0.2
C -1.0570 -3.8248 2.4262 0.0 0.1 0.1
H -2.1842 -2.0655 1.8546 0.5 -0.1 -0.1
H -0.0442 -4.2260 2.3216 -0.1 0.0 0.0
H -1.7657 -4.5662 2.0546 0.1 0.1 0.0
H -1.2542 -3.7041 3.4972 0.0 0.0 0.0
H 0.8329 -1.9145 2.4755 -0.2 0.0 -0.1
H -0.5167 -1.2419 3.4178 0.0 -0.1 -0.1
H -0.1030 -0.5395 1.8416 0.0 -0.1 0.0
C -2.9777 -0.7969 -2.7009 -0.1 -0.1 -0.6
H -2.7108 -0.6522 -3.7498 0.0 -0.1 0.1
H -3.5207 -1.7330 -2.5532 0.2 0.0 -0.1
H -3.5947 0.0351 -2.3656 0.1 0.2 0.3
O 2.1304 2.1691 3.1596 1.3 -1.7 1.7
C 2.7285 1.1605 3.7982 -1.1 1.8 -1.5
C 2.9239 1.2316 5.1890 0.2 0.3 1.7
C 3.5207 0.1819 5.8634 -0.4 0.9 0.0
C 3.9363 -0.9613 5.1604 0.0 -0.2 -0.3
C 3.7434 -1.0454 3.7802 -0.5 0.9 -0.9
C 3.1523 0.0097 3.0668 0.4 -1.4 0.9
C 2.8353 -0.1101 1.6067 -0.5 -0.7 -2.3
O 3.0616 -1.1834 1.0213 0.1 1.2 1.1
O 2.2931 0.9337 1.0550 0.5 -0.1 1.6
H 2.1404 1.8146 2.1375 -0.1 -0.6 -1.1
H 2.5876 2.1461 5.7113 0.2 -0.7 -0.3
H 3.6663 0.2394 6.9416 0.0 0.0 -0.3
H 4.3985 -1.7970 5.6867 -0.1 0.3 -0.1
H 4.0223 -1.9184 3.2083 0.0 -0.1 0.0